# C26H22BrN4O2Re

A molecular structure, C26H22BrN4O2Re (the ωB97M-V functional and the def2-TZVPD basis, the Open Molecules 2025 dataset).

The spin multiplicity is 4. As for the energy above the lowest of the compared OMol25 structures with the same formula, charge and spin: 12.1 kcal/mol. The LUMO energy (alpha / beta) is -10.2 / -11.6 eV. For the total energy, the calculation gives -109517.4741 eV. Its expectation value of S² is 3.820. The net charge is +3. The calculation puts the HOMO-LUMO gap (alpha / beta) at 0.2411 / 0.1871 Ha. For the HOMO energy (alpha / beta), the calculation gives -16.79 / -16.72 eV.

CARTESIAN COORDINATES (ANGSTROEM)
1 Re -1.846 -0.739 -0.765
2 C -2.745 -1.553 -3.466
3 N -3.160 -0.968 -2.184
4 C -4.427 -0.530 -1.961
5 C -4.626 0.064 -0.745
6 C -5.690 0.728 -0.085
7 C -5.174 1.221 1.093
8 C -3.813 0.852 1.143
9 N -3.467 0.152 0.059
10 C -1.289 -1.187 -3.599
11 C -0.458 -1.472 -2.481
12 C 0.875 -1.020 -2.483
13 C 1.353 -0.272 -3.540
14 C 0.530 -0.013 -4.633
15 C -0.791 -0.458 -4.658
16 H -3.341 -1.164 -4.290
17 H -2.877 -2.639 -3.442
18 H -5.202 -0.636 -2.712
19 H -6.702 0.830 -0.446
20 H -5.706 1.773 1.851
21 H -3.108 1.077 1.930
22 H -0.686 -2.375 -1.878
23 H 1.539 -1.300 -1.673
24 H 2.379 0.071 -3.550
25 H 0.916 0.542 -5.478
26 H -1.416 -0.239 -5.514
27 C -2.308 -3.003 1.605
28 O -1.379 -1.999 1.122
29 C -0.162 -1.871 1.761
30 C 0.359 -2.807 2.632
31 C 1.615 -2.584 3.192
32 Br 2.350 -3.870 4.357
33 C 2.321 -1.434 2.902
34 C 1.786 -0.469 2.039
35 C 0.547 -0.719 1.444
36 O -0.056 0.092 0.481
37 C 2.585 0.729 1.820
38 N 3.915 0.699 1.909
39 C 4.345 1.950 1.717
40 C 5.675 2.462 1.695
41 C 5.841 3.782 1.372
42 C 4.728 4.607 1.116
43 C 3.399 4.124 1.138
44 C 3.227 2.813 1.474
45 N 2.110 1.981 1.525
46 H -1.962 -4.003 1.343
47 H -3.257 -2.805 1.116
48 H -2.426 -2.910 2.683
49 H -0.172 -3.719 2.869
50 H 3.288 -1.257 3.349
51 H 0.586 0.684 0.067
52 H 6.504 1.826 1.977
53 H 6.835 4.206 1.334
54 H 4.892 5.656 0.901
55 H 2.571 4.766 0.869
56 H 1.177 2.326 1.702

---

# C26H22BrN5V

A molecular structure, C26H22BrN5V (the ωB97M-V functional and the def2-TZVPD basis, the Open Molecules 2025 dataset).

The spin multiplicity is 4. The LUMO energy (alpha / beta) is 0.4 / 0.3 eV. For the total energy, the calculation gives -130498.7928 eV. Its expectation value of S² is 3.764. The calculation puts the HOMO-LUMO gap (alpha / beta) at 0.2507 / 0.2720 Ha. For the HOMO energy (alpha / beta), the calculation gives -6.43 / -7.11 eV.

CARTESIAN COORDINATES (ANGSTROEM)
1 V 0.860 1.585 -0.376
2 C 2.309 -3.901 3.131
3 C 1.542 -2.843 2.389
4 C 0.750 -3.167 1.289
5 C 0.092 -2.195 0.564
6 C 0.158 -0.841 0.911
7 N -0.462 0.147 0.137
8 C -1.805 0.086 -0.092
9 C -2.689 -0.783 0.580
10 C -4.046 -0.800 0.330
11 C -4.645 0.060 -0.587
12 C -6.131 0.073 -0.805
13 C -3.799 0.939 -1.243
14 C -2.427 0.942 -1.025
15 N -1.677 1.883 -1.823
16 C -1.960 2.234 -3.087
17 C -1.200 3.336 -3.413
18 C -0.463 3.593 -2.261
19 N -0.739 2.716 -1.291
20 C 0.951 -0.530 2.015
21 C 1.641 -1.504 2.730
22 N 1.108 0.827 2.468
23 C 1.167 1.241 3.744
24 C 1.457 2.587 3.745
25 C 1.505 2.925 2.392
26 N 1.306 1.865 1.617
27 H 1.853 -4.881 2.993
28 H 3.338 -3.966 2.772
29 H 2.347 -3.702 4.203
30 H 0.673 -4.204 0.981
31 H -0.486 -2.465 -0.311
32 H -2.284 -1.458 1.321
33 H -4.666 -1.499 0.882
34 H -6.569 -0.896 -0.561
35 H -6.627 0.819 -0.181
36 H -6.390 0.295 -1.842
37 H -4.211 1.664 -1.936
38 H -2.675 1.661 -3.651
39 H -1.174 3.860 -4.352
40 H 0.278 4.356 -2.078
41 H 2.283 -1.201 3.548
42 H 0.999 0.540 4.543
43 H 1.579 3.231 4.597
44 H 1.674 3.887 1.935
45 Br 5.049 -2.328 -4.021
46 C 3.988 -1.219 -2.904
47 C 2.879 -0.583 -3.429
48 C 2.120 0.221 -2.582
49 C 2.408 0.423 -1.223
50 C 3.552 -0.247 -0.765
51 C 4.337 -1.059 -1.571
52 H 2.615 -0.713 -4.470
53 H 1.248 0.702 -3.036
54 H 3.849 -0.150 0.277
55 H 5.209 -1.565 -1.177

---

# C26H22CaGeI2N2O

A molecular structure, C26H22CaGeI2N2O (the ωB97M-V functional and the def2-TZVPD basis, the Open Molecules 2025 dataset).

The spin multiplicity is 2. As for the energy above the lowest of the compared OMol25 structures with the same formula, charge and spin: 5.0 kcal/mol. The LUMO energy (alpha / beta) is -3.0 / -4.7 eV. For the total energy, the calculation gives -123498.8308 eV. Its expectation value of S² is 0.755. The net charge is +1. The calculation puts the HOMO-LUMO gap (alpha / beta) at 0.2602 / 0.1968 Ha. For the HOMO energy (alpha / beta), the calculation gives -10.08 / -10.09 eV.

CARTESIAN COORDINATES (ANGSTROEM)
1 Ca 10.867 7.029 8.204
2 I 11.759 4.156 12.575
3 C 13.087 5.063 11.258
4 C 14.434 5.173 11.639
5 C 15.347 5.665 10.753
6 I 17.372 5.837 11.406
7 C 14.935 6.069 9.444
8 C 15.848 6.369 8.410
9 C 15.423 6.600 7.131
10 C 14.065 6.552 6.843
11 N 13.185 6.337 7.846
12 C 13.580 6.036 9.130
13 C 12.601 5.581 10.067
14 O 11.336 5.579 9.724
15 H 14.694 4.878 12.673
16 H 16.904 6.371 8.659
17 H 16.194 6.762 6.365
18 H 13.713 6.538 5.818
19 N 8.735 5.897 8.248
20 H 7.986 6.247 8.840
21 H 9.075 5.136 8.843
22 H 8.228 5.498 7.454
23 C 12.285 11.206 5.154
24 Ge 11.220 10.219 6.521
25 C 9.347 10.824 6.327
26 C 8.684 10.285 5.210
27 C 7.414 10.765 4.891
28 C 6.800 11.749 5.701
29 C 7.469 12.263 6.782
30 C 8.741 11.780 7.141
31 C 12.063 10.354 8.410
32 C 13.410 10.770 8.388
33 C 14.375 10.273 9.334
34 C 13.893 9.407 10.290
35 C 12.515 9.096 10.488
36 C 12.035 8.365 11.560
37 C 10.701 8.139 11.715
38 C 9.789 8.529 10.734
39 C 10.226 9.262 9.682
40 C 11.575 9.594 9.526
41 H 12.540 12.183 5.565
42 H 11.622 11.275 4.284
43 H 13.242 10.731 4.880
44 H 9.143 9.476 4.616
45 H 6.897 10.410 4.065
46 H 5.765 11.988 5.526
47 H 6.993 13.023 7.370
48 H 9.206 12.116 8.065
49 H 13.756 11.381 7.554
50 H 15.434 10.528 9.242
51 H 14.647 9.055 10.987
52 H 12.746 8.083 12.358
53 H 10.364 7.621 12.626
54 H 8.702 8.297 10.869
55 H 9.563 9.693 8.970

---

# C26H22Co2NO7

A molecular structure, C26H22Co2NO7 (the ωB97M-V functional and the def2-TZVPD basis, the Open Molecules 2025 dataset).

As for the energy above the lowest of the compared OMol25 structures with the same formula, charge and spin: 4.9 kcal/mol. The LUMO energy is 2.5 eV. For the total energy, the calculation gives -118393.1657 eV. The net charge is -1. The calculation puts the HOMO-LUMO gap at 0.2472 Ha. For the HOMO energy, the calculation gives -4.27 eV.

CARTESIAN COORDINATES (ANGSTROEM)
1 O 1.466 -0.666 -0.119
2 C 0.660 -1.806 -0.354
3 C 1.673 -2.933 -0.586
4 C 2.872 -2.871 0.118
5 C 3.848 -3.852 -0.089
6 C 3.611 -4.906 -0.978
7 C 2.393 -4.982 -1.658
8 C 1.421 -3.993 -1.467
9 C -0.245 -2.100 0.864
10 C -0.695 -1.066 1.682
11 C -1.556 -1.344 2.750
12 C -1.921 -2.665 3.034
13 C -1.442 -3.706 2.233
14 C -0.612 -3.423 1.142
15 C -0.253 -1.571 -1.560
16 C 0.442 -1.364 -2.908
17 C -0.506 -0.448 -3.698
18 C -1.571 0.047 -2.718
19 N -1.087 -0.377 -1.379
20 H 0.896 0.131 -0.092
21 H 3.049 -2.047 0.811
22 H 4.789 -3.778 0.456
23 H 4.373 -5.671 -1.137
24 H 2.182 -5.804 -2.346
25 H 0.465 -4.049 -1.997
26 H -0.371 -0.038 1.504
27 H -1.933 -0.518 3.353
28 H -2.577 -2.884 3.879
29 H -1.706 -4.743 2.444
30 H -0.244 -4.229 0.505
31 H -0.943 -2.430 -1.643
32 H 1.424 -0.896 -2.747
33 H 0.600 -2.331 -3.396
34 H 0.045 0.395 -4.125
35 H -0.979 -1.000 -4.517
36 H -1.713 1.130 -2.729
37 H -2.536 -0.438 -2.931
38 H -1.874 -0.609 -0.770
39 O 3.281 4.687 0.640
40 C 2.192 4.864 0.981
41 Co 0.540 5.140 1.517
42 C 0.521 4.069 2.933
43 O 0.496 3.398 3.873
44 C 0.989 6.748 2.093
45 O 1.273 7.796 2.488
46 C -0.143 4.187 -0.116
47 C -0.756 2.950 -0.108
48 C -0.732 1.630 -0.496
49 Co -1.715 4.201 0.781
50 C -2.222 3.006 1.969
51 O -2.546 2.187 2.723
52 C -3.301 4.644 0.092
53 O -4.338 4.998 -0.278
54 C -1.611 5.709 1.883
55 O -2.120 6.562 2.494
56 H 0.242 4.646 -1.035
57 H -1.537 1.056 -0.045
58 H 0.039 1.355 -1.217